Record 1
The following is a quantum chemistry calculation of a 2-piece molecular cluster, C2H10N3 overall, from OMol25.

Last column: natural (NBO) charge in e.
Element x y z (Å)
C -0.11 2.41 0.97  -0.42
C -0.77 -2.79 -1.28  0.07
N -0.23 -1.67 -0.97  -0.69
N 0.71 0.11 0.65  -0.56
N 0.21 1.33 0.08  -0.46
H -0.67 3.13 0.36  0.24
H -0.71 1.83 1.75  0.19
H 0.64 2.98 1.49  0.20
H -0.82 -3.32 -2.24  0.20
H -1.15 -3.50 -0.48  0.19
H 0.01 -1.23 -1.92  0.37
H 0.19 -0.01 1.57  0.42
H 1.71 -0.02 0.84  0.40
H 0.42 -0.74 0.00  0.45
H 0.56 1.48 -0.83  0.39

The energy relative to the best compared isomer or geometry (same formula, charge and spin) is 3.400 eV. The charge is +1.

Record 2
The following is a quantum chemistry calculation of C36H39Br18F4N3O5S as an isolated structure, from OMol25.

Last column: Mulliken charge in e.
Element x y z (Å)
C -0.36 3.83 0.52  -0.33
C 0.04 2.79 0.94  -0.84
C 0.48 1.59 1.58  0.72
C 1.84 1.27 1.71  0.73
C 2.92 2.14 1.12  -0.16
C 2.75 2.32 -0.37  -0.44
C 2.68 3.51 -0.96  -0.81
C 2.17 0.11 2.40  -0.22
O 3.47 -0.29 2.56  -0.02
C 4.28 0.54 3.41  -0.90
C 5.69 0.68 2.81  0.13
C 5.97 -0.28 1.67  0.47
C 7.42 -0.10 1.14  -1.34
C 1.19 -0.75 2.91  0.79
C 1.55 -2.03 3.61  -0.86
O 2.66 -1.89 4.51  -0.21
N 3.43 -3.09 4.49  0.27
O 3.12 -3.82 5.34  -0.38
C -0.14 -0.41 2.73  0.89
C -0.51 0.75 2.08  -1.42
N -1.89 1.11 1.91  0.91
C -2.48 1.67 3.10  0.71
F -2.85 2.95 2.85  -0.29
F -3.59 1.03 3.50  -0.25
F -1.63 1.74 4.13  -0.24
C -2.64 0.01 1.35  -0.89
C -2.56 -1.25 1.91  1.06
C -3.26 -2.31 1.41  -0.45
C -4.07 -2.13 0.29  0.93
C -4.80 -3.36 -0.22  -1.67
C -6.21 -3.52 0.28  0.47
O -6.81 -4.54 0.17  -0.53
F -6.77 -2.45 0.82  -0.21
C -4.14 -0.88 -0.31  0.55
C -4.97 -0.66 -1.56  -1.30
N -4.10 -0.24 -2.67  0.26
C -2.88 -1.02 -2.81  -0.83
C -3.44 0.22 0.23  -0.53
C -3.51 1.62 -0.34  -0.76
O -4.88 2.05 -0.35  -0.46
C -5.25 2.72 -1.54  -0.17
C -4.68 4.16 -1.60  -1.26
S -1.47 -1.45 3.30  -0.71
H -0.87 4.68 0.13  0.57
H 3.87 1.62 1.25  -0.43
H 2.99 3.11 1.60  0.45
H 2.65 1.45 -1.01  0.32
H 2.16 3.62 -1.90  0.29
H 3.13 4.38 -0.49  0.27
H 4.32 0.04 4.38  0.36
H 3.80 1.50 3.57  0.35
H 5.84 1.71 2.48  0.46
H 6.45 0.49 3.58  -0.54
H 5.31 -0.08 0.83  -0.02
H 5.83 -1.31 1.97  0.25
H 8.00 -1.01 1.27  0.31
H 7.40 0.10 0.07  0.33
H 7.90 0.74 1.64  0.35
H 1.81 -2.74 2.81  -0.07
H 0.73 -2.47 4.16  0.57
H -3.18 -3.29 1.86  0.59
H -4.23 -4.24 0.04  0.74
H -4.82 -3.32 -1.30  0.25
H -5.44 -1.60 -1.87  0.68
H -5.74 0.08 -1.38  0.36
H -4.61 -0.22 -3.54  -0.21
H -2.54 -0.97 -3.84  0.38
H -3.01 -2.08 -2.59  0.18
H -2.06 -0.61 -2.21  0.22
H -3.10 1.66 -1.35  0.31
H -2.99 2.30 0.31  0.72
H -6.34 2.73 -1.59  0.54
H -4.91 2.19 -2.43  0.16
H -3.86 4.20 -2.31  0.31
H -5.45 4.85 -1.95  0.38
H -4.33 4.41 -0.60  0.26
C 8.92 1.61 6.05  -0.34
Br 10.84 1.56 5.94  -0.02
Br 8.17 2.94 4.88  -0.04
Br 8.15 -0.13 5.74  -0.02
H 8.66 1.90 7.06  0.40
C -5.84 -1.93 -6.59  -0.41
Br -5.38 -0.23 -5.80  -0.08
Br -5.93 -3.32 -5.26  0.02
Br -7.45 -1.82 -7.63  0.03
H -5.04 -2.19 -7.27  0.43
C -3.02 -6.48 -4.11  -0.34
Br -4.42 -7.05 -5.30  -0.01
Br -1.93 -5.10 -4.90  -0.02
Br -3.73 -5.93 -2.41  0.06
H -2.38 -7.33 -3.93  0.36
C 12.93 3.52 2.87  -0.03
Br 14.62 2.66 2.55  -0.01
Br 13.10 5.44 2.94  0.00
Br 11.59 2.97 1.60  0.02
H 12.58 3.20 3.84  0.01
C 3.16 -3.13 -0.67  -0.41
Br 3.40 -3.83 1.11  -0.02
Br 1.63 -1.96 -0.76  0.02
Br 4.75 -2.28 -1.33  -0.03
H 2.96 -3.97 -1.32  0.39
C -9.45 1.39 -9.45  -0.34
Br -9.71 -0.47 -9.87  -0.05
Br -9.88 1.76 -7.61  0.01
Br -7.67 1.97 -9.90  0.00
H -10.13 1.96 -10.06  0.34

The energy relative to the best compared isomer or geometry (same formula, charge and spin) is 0.000 eV.

Record 3
The following is a quantum chemistry calculation of a 2-piece molecular cluster, C9H23NO2 overall, from OMol25.

Last column: natural (NBO) charge in e.
Element x y z (Å)
C -4.77 1.52 -0.13  -0.61
C -4.62 0.10 -0.71  -0.40
C -3.18 -0.36 -0.82  -0.42
C -2.33 -0.45 0.48  0.10
C -2.92 -1.40 1.51  -0.63
C 5.68 -0.42 -0.28  -0.25
C 3.34 -0.20 -0.58  0.10
C 2.06 -0.93 -0.25  -0.62
C 3.37 1.27 -0.14  -0.25
H -5.79 1.88 -0.20  0.21
H -4.14 2.20 -0.70  0.20
H -4.49 1.60 0.92  0.20
H -5.23 -0.61 -0.15  0.20
H -5.06 0.09 -1.71  0.21
H -3.13 -1.34 -1.32  0.20
H -2.65 0.32 -1.50  0.20
H -2.22 0.57 0.92  0.17
H -2.97 -2.40 1.04  0.21
H -3.92 -1.08 1.82  0.21
H -2.29 -1.48 2.40  0.22
H -1.05 -1.20 -0.80  0.47
H 5.85 0.46 0.35  0.17
H 5.85 -0.17 -1.34  0.16
H 6.39 -1.20 0.01  0.19
H 3.39 -0.15 -1.70  0.15
H 1.98 -1.13 0.82  0.22
H 2.01 -1.89 -0.77  0.21
H 1.20 -0.31 -0.56  0.22
H 2.50 1.79 -0.60  0.17
H 4.28 1.76 -0.56  0.19
H 3.68 2.33 1.56  0.35
H 2.41 1.31 1.64  0.36
N 3.37 1.39 1.31  -0.84
O -1.01 -0.87 0.10  -0.73
O 4.41 -0.97 -0.07  -0.53

Its SMILES is CCC[C@@H](C)O.CO[C@@H](C)CN.

Record 4
The following is a quantum chemistry calculation of C26H31BiBr2N8OPS as an isolated structure, from OMol25.

Last column: Mulliken charge in e.
Element x y z (Å)
Bi -0.67 -1.78 -0.49  0.94
C 5.62 -2.28 -0.46  -0.89
C 4.73 -3.39 -1.02  -0.24
N 3.52 -3.57 -0.24  -0.17
C 2.32 -3.13 -0.60  0.47
S 1.01 -3.49 0.50  -0.62
N 2.19 -2.52 -1.74  -0.77
N 1.05 -1.96 -2.10  0.46
C 0.94 -1.47 -3.29  0.72
C 2.02 -1.64 -4.30  -1.47
C -0.29 -0.79 -3.65  0.47
C -0.53 -0.33 -4.95  -0.82
C -1.76 0.23 -5.24  -0.55
C -2.71 0.34 -4.24  -0.94
C -2.37 -0.09 -2.97  -0.27
N -1.21 -0.64 -2.69  0.21
H 6.45 -2.13 -1.13  0.35
H 6.00 -2.54 0.52  0.32
H 5.06 -1.35 -0.39  0.16
H 5.27 -4.34 -1.02  0.37
H 4.42 -3.14 -2.03  0.07
H 3.58 -4.06 0.64  0.24
H 2.90 -2.04 -3.81  0.15
H 2.27 -0.68 -4.76  0.43
H 1.70 -2.33 -5.08  0.37
H 0.23 -0.41 -5.71  0.43
H -1.98 0.57 -6.24  0.44
H -3.68 0.76 -4.44  0.48
H -3.06 0.00 -2.14  0.55
C -2.39 -2.86 2.42  -1.59
C -1.30 -1.93 2.84  0.33
C -1.02 -1.68 4.19  -0.91
C 0.07 -0.92 4.54  -1.16
C 0.90 -0.38 3.54  1.33
C 2.07 0.38 3.74  -0.10
Br 2.69 0.71 5.50  -0.20
C 2.79 0.88 2.67  -0.23
C 2.33 0.68 1.37  0.32
Br 3.26 1.40 -0.12  -0.18
C 1.17 -0.03 1.10  0.05
O 0.71 -0.15 -0.13  -0.40
C 0.48 -0.60 2.20  -0.35
N -0.58 -1.37 1.90  0.58
H -2.99 -3.15 3.28  0.48
H -1.95 -3.77 2.00  0.29
H -3.02 -2.41 1.66  0.26
H -1.67 -2.09 4.95  0.52
H 0.30 -0.75 5.58  0.39
H 3.70 1.43 2.83  0.56
C -3.00 3.59 2.08  -1.01
N -1.57 3.31 2.06  0.16
C -0.96 4.02 0.95  -0.95
N -1.58 3.70 -0.33  0.17
C -3.00 3.97 -0.25  -1.05
N -3.65 3.24 0.83  0.21
C -3.67 1.82 0.60  -1.21
P -1.95 1.03 0.44  0.97
C -1.30 1.90 2.00  -1.06
C -1.31 2.35 -0.75  -0.98
H -3.13 4.66 2.26  0.34
H -3.46 3.03 2.90  0.38
H 0.10 3.77 0.90  0.41
H -1.07 5.10 1.12  0.31
H -3.48 3.71 -1.20  0.37
H -3.14 5.04 -0.07  0.31
H -4.23 1.63 -0.32  0.38
H -4.19 1.33 1.43  0.49
H -0.21 1.77 2.07  0.48
H -1.75 1.41 2.88  0.50
H -1.79 2.19 -1.72  0.44
H -0.23 2.21 -0.87  0.50

The energy relative to the best compared isomer or geometry (same formula, charge and spin) is 0.000 eV. The charge is +1.

Record 5
The following is a quantum chemistry calculation of C27H56LiN3O3 as an isolated structure, from OMol25.

Last column: Mulliken charge in e.
Element x y z (Å)
Li 1.10 0.09 1.19  0.61
C 0.94 2.73 -0.96  -1.85
C 2.06 1.76 -1.43  1.33
C 3.24 2.40 -2.12  -1.42
C 4.24 3.21 -1.25  -0.85
C 3.97 2.90 0.24  -1.42
C 3.67 1.45 0.53  2.10
N 2.53 0.98 -0.27  1.18
O 2.20 -0.21 -0.19  -1.10
C 3.26 1.33 2.02  -2.78
C 4.83 0.52 0.42  -1.93
C 1.36 0.91 -2.50  -1.60
H 0.15 2.19 -0.46  0.10
H 0.64 3.33 -1.77  0.53
H 1.18 3.33 -0.11  0.35
H 2.92 2.86 -3.01  0.60
H 3.88 1.56 -2.42  0.37
H 4.21 4.28 -1.45  0.34
H 5.26 2.88 -1.52  0.40
H 3.23 3.58 0.61  0.37
H 4.85 3.15 0.82  0.53
H 2.39 1.91 2.14  0.53
H 4.00 1.75 2.68  0.63
H 3.01 0.31 2.30  0.50
H 5.61 0.43 1.18  0.40
H 5.38 0.80 -0.46  0.44
H 4.62 -0.47 0.22  0.36
H 0.98 1.52 -3.32  0.46
H 0.41 0.45 -2.12  -0.42
H 1.91 0.10 -2.97  0.64
C -2.57 0.42 -2.34  -0.99
C -2.94 -1.06 -2.59  0.83
C -2.66 -1.56 -4.03  -1.20
C -1.18 -1.56 -4.38  -0.83
C -0.31 -2.24 -3.37  -1.02
C -1.04 -2.75 -2.07  0.39
N -2.09 -1.84 -1.64  1.47
O -2.48 -1.95 -0.45  -0.45
C 0.02 -2.86 -0.97  -1.43
C -1.61 -4.20 -2.18  -1.55
C -4.46 -1.26 -2.20  -1.80
H -2.66 0.67 -1.24  -0.14
H -3.23 1.08 -2.91  0.55
H -1.59 0.58 -2.72  0.15
H -3.21 -0.82 -4.69  0.50
H -3.17 -2.51 -4.20  0.34
H -0.81 -0.57 -4.39  0.37
H -0.94 -1.99 -5.36  0.32
H 0.41 -1.57 -3.07  0.00
H 0.18 -3.10 -3.73  0.70
H -2.46 -2.83 -0.20  0.37
H -0.41 -3.26 -0.04  0.52
H 0.48 -1.88 -0.75  0.03
H 0.85 -3.48 -1.13  0.64
H -2.23 -4.28 -3.08  0.37
H -2.25 -4.45 -1.40  0.37
H -0.79 -4.89 -2.24  0.46
H -5.05 -0.93 -3.06  0.44
H -4.73 -0.73 -1.26  0.26
H -4.69 -2.31 -2.02  0.37
C 0.76 -1.79 2.54  -2.94
C -0.49 -0.98 2.99  1.65
C -0.17 -0.43 4.43  -0.92
C -1.27 0.54 4.91  -0.66
C -2.14 1.16 3.75  -1.83
C -1.39 1.35 2.48  0.98
N -0.80 0.13 2.03  0.07
O -0.81 -0.13 0.77  1.62
C -0.33 2.45 2.64  -1.15
C -2.36 1.87 1.43  -1.54
C -1.71 -1.92 2.97  -1.69
H 0.84 -2.09 1.49  0.43
H 0.85 -2.69 3.13  0.53
H 1.63 -1.19 2.83  0.77
H 0.80 0.13 4.46  0.21
H -0.09 -1.26 5.23  0.39
H -0.80 1.28 5.53  0.42
H -1.99 0.03 5.52  0.43
H -2.46 2.06 4.13  0.64
H -3.01 0.53 3.58  0.34
H -1.57 -0.60 0.40  -0.14
H 0.16 2.70 1.73  -0.08
H 0.44 2.20 3.42  0.26
H -0.84 3.35 3.03  0.55
H -3.12 1.10 1.13  0.24
H -1.75 2.13 0.54  0.19
H -2.86 2.78 1.69  0.58
H -1.56 -2.60 3.80  0.48
H -1.61 -2.51 2.10  0.44
H -2.75 -1.52 2.98  0.23

The energy relative to the best compared isomer or geometry (same formula, charge and spin) is 0.000 eV.

Record 6
The following is a quantum chemistry calculation of a 2-piece molecular cluster, C6H9N2O2 overall, from OMol25.

Last column: natural (NBO) charge in e.
Element x y z (Å)
C 0.54 -1.49 -3.45  -0.62
C -0.35 -1.36 -0.04  0.20
C -0.20 -1.66 -2.17  0.07
C -1.50 -1.86 -1.86  -0.13
N 0.50 -1.33 -1.00  -0.46
N -1.62 -1.71 -0.49  -0.55
H -0.14 -1.06 0.98  0.25
H -2.46 -1.80 0.04  0.41
H -2.36 -2.08 -2.46  0.20
H 0.68 -0.43 -3.64  0.22
H -0.01 -1.90 -4.31  0.19
H 1.50 -2.00 -3.45  0.22
C 0.21 2.97 3.28  -0.75
C 0.75 2.15 2.04  0.78
O 0.02 1.15 1.75  -0.83
O 1.80 2.55 1.49  -0.77
H 0.85 3.86 3.40  0.19
H 0.39 2.41 4.20  0.19
H -0.81 3.24 3.06  0.20

The energy relative to the best compared isomer or geometry (same formula, charge and spin) is 1.193 eV. The charge is -1.

| no. | DFT total energy (eV) | molecular weight (g/mol) | highest occupied orbital energy (eV) |
| --- | --- | --- | --- |
| 1 | -6697.6391 | 76.1 | -14.0 |
| 2 | -1335134.3072 | 2140.1 | -8.5 |
| 3 | -15290.4346 | 177.3 | -9.1 |
| 4 | -207477.9343 | 903.4 | -10.4 |
| 5 | -39718.3809 | 477.7 | -4.7 |
| 6 | -13444.5700 | 141.2 | -3.9 |